80
Properties=species:S:1:pos:R:3:forces:R:3 method="wB97M-V/def2-TZVPD" multiplicity=3 homo_energy_ha="-0.2512 / -0.2694" gap_ev="5.21 / 3.14" s2=2.02 charge=0
Pt 0.05915 0.99237 1.50924 1.042 0.317 0.904
C -0.07935 4.95365 2.43852 1.029 -1.747 -1.854
C -0.21093 4.47540 1.18560 0.449 0.878 0.326
C 0.81862 4.54041 0.07070 0.225 0.353 -0.744
C 1.85329 3.38042 -0.16163 -0.234 -0.120 0.836
C 2.06427 2.47318 1.09097 1.794 1.102 -0.473
C 2.40558 2.90768 2.34991 -1.344 0.935 -1.716
C 2.51624 4.36378 2.78499 0.505 -0.225 0.673
C 1.24408 5.21636 3.08840 -0.493 0.153 1.392
C -0.10159 1.53935 3.43729 0.629 -0.436 0.452
H -0.94295 4.92836 3.06271 -0.433 0.271 0.558
H -1.18741 4.19683 0.84443 -0.541 0.042 0.116
H 1.32500 5.52595 0.13197 0.034 -0.627 0.170
H 0.26610 4.60530 -0.88800 0.074 0.094 0.422
H 1.47931 2.72047 -0.97476 0.157 0.331 0.473
H 2.80658 3.82500 -0.55668 -0.627 -0.459 0.560
H 2.50642 1.51697 0.79350 -0.626 -0.492 0.337
H 2.45586 2.15311 3.11120 0.590 -0.187 0.247
H 3.18029 4.94657 2.12672 -0.222 -0.502 -0.228
H 3.07713 4.29829 3.75430 -0.465 0.339 -0.726
H 1.05065 5.08511 4.17256 0.110 0.285 -0.620
H 1.46738 6.28887 2.98626 0.247 -0.255 0.071
H -0.19958 2.56268 3.81970 0.256 -0.108 -0.611
H 0.79236 1.04241 3.83126 -0.161 0.212 0.500
H -0.97341 0.98948 3.72364 -0.686 -0.392 0.536
P -1.80654 -1.84672 -1.96646 -0.546 0.672 -0.266
P 0.51405 -2.99013 -0.87268 0.761 -0.902 -0.468
C -0.35187 -1.63728 -2.99168 1.221 0.186 -0.335
C 0.69767 -2.39791 -2.59731 -0.810 0.098 -0.043
C -3.14083 -2.35149 -3.12492 -1.103 -1.021 -0.101
C -3.09621 -2.17480 -4.51975 -0.312 -0.128 0.285
C -4.18181 -2.52258 -5.33800 0.260 -0.003 0.052
C -5.32401 -3.11742 -4.81027 -0.059 0.117 0.620
C -5.39518 -3.33546 -3.42923 0.630 0.139 0.641
C -4.30576 -2.98001 -2.59034 -0.028 0.161 -0.486
C -2.17027 -0.14557 -1.52861 0.124 0.010 0.443
C -1.41350 0.39869 -0.48830 0.174 0.529 0.060
C -1.58406 1.73952 -0.17217 -0.087 1.048 0.583
C -2.41444 2.57932 -0.89923 0.197 -0.110 0.160
C -3.16260 2.02368 -1.92432 -0.197 0.019 -0.309
C -3.06917 0.66419 -2.22537 0.123 0.418 0.388
C 0.86439 -4.74034 -1.15861 -0.433 -1.600 -0.363
C -0.09245 -5.38236 -1.97707 -0.008 -0.091 -0.325
C 0.08216 -6.68431 -2.45823 0.219 -0.151 0.208
C 1.21530 -7.43279 -2.07681 -0.116 0.697 0.116
C 2.17815 -6.81978 -1.25385 -0.232 -0.085 -0.095
C 1.99558 -5.49638 -0.79029 0.242 -0.259 -0.029
C 1.93630 -2.49840 0.14210 -0.197 0.334 0.518
C 1.93508 -2.89427 1.49891 -0.012 -0.049 -0.165
C 3.04365 -2.62478 2.30377 0.114 0.037 -0.095
C 4.14360 -1.93720 1.75916 -0.430 -0.172 -0.047
C 4.11851 -1.52834 0.41746 0.214 0.017 0.427
C 3.01354 -1.78644 -0.38664 -0.157 -0.227 0.233
H -0.34995 -0.87753 -3.81510 -0.018 -1.249 0.294
H 1.49317 -2.81687 -3.23078 0.119 0.956 0.318
H -2.19978 -1.77708 -4.96343 0.055 0.211 -0.218
H -4.13992 -2.32477 -6.40851 0.156 -0.080 0.254
H -6.17034 -3.40372 -5.44551 0.447 0.192 0.214
H -6.29838 -3.77878 -2.97882 0.626 0.205 -0.277
H -4.35429 -3.20323 -1.51537 -0.071 0.199 -0.494
H -0.66702 -0.18621 0.13095 -0.680 -0.487 -0.718
H -1.09049 2.24170 0.74075 -0.555 -0.287 -1.096
H -2.43266 3.64699 -0.62767 -0.295 -0.654 -0.330
H -3.82880 2.66817 -2.48269 -0.081 -0.149 -0.136
H -3.67459 0.23206 -2.99748 -0.247 -0.059 -0.280
H -0.98357 -4.81674 -2.28609 0.322 -0.323 0.101
H -0.66046 -7.12676 -3.13813 0.332 0.266 0.459
H 1.33819 -8.47069 -2.42418 -0.002 0.672 0.189
H 3.08797 -7.39946 -0.99135 -0.730 0.651 -0.045
H 2.77495 -5.07017 -0.15316 -0.306 -0.010 -0.218
H 1.07206 -3.43119 1.91885 0.411 0.280 -0.213
H 3.05594 -2.96015 3.35561 -0.034 0.299 -0.716
H 5.00737 -1.72065 2.39814 -0.346 -0.068 -0.384
H 4.98070 -1.00742 0.00724 -0.205 -0.043 0.046
H 2.96854 -1.47516 -1.42335 0.229 0.102 0.057
O -0.38797 6.14544 7.83134 0.043 -0.470 0.208
Cl -0.16895 6.28407 6.42210 0.169 0.863 -0.819
O -0.71284 7.57331 6.00385 0.350 -0.820 -0.089
O 1.26792 6.23881 6.12263 -0.834 -0.049 0.262
O -0.82915 5.20740 5.67612 0.281 0.409 0.425



87
Properties=species:S:1:pos:R:3:forces:R:3 method="wB97M-V/def2-TZVPD" homo_energy_ha=-0.6899 gap_ev=5.25 charge=+4
Ti -0.73932 0.22061 0.35510 -0.109 -0.008 0.390
C -0.96872 4.52549 1.74497 -0.003 0.002 0.052
O -2.21165 4.03326 1.11354 0.215 0.107 -0.040
C -1.92221 2.89131 0.58917 -0.187 0.024 -0.024
N -0.78041 2.33058 0.83180 -0.179 -0.065 -0.091
C -0.00557 3.31817 1.70397 0.035 -0.036 -0.106
C 1.39104 3.60454 1.19419 0.082 0.073 0.180
C 1.69615 4.71031 0.40372 -0.043 -0.068 -0.277
C 3.00706 4.95686 0.00989 -0.015 0.001 -0.015
C 4.03295 4.11721 0.41869 -0.014 -0.014 0.021
C 3.74217 3.02483 1.22952 0.034 0.005 -0.038
C 2.43449 2.77294 1.60848 0.032 0.117 0.152
C -2.88749 2.22288 -0.29938 0.038 0.024 -0.008
C -4.04709 2.74911 -0.83021 -0.016 0.030 -0.015
C -4.72034 1.99479 -1.79324 -0.018 0.007 -0.017
C -4.18841 0.77990 -2.22254 -0.022 0.012 -0.038
C -3.02273 0.33987 -1.62760 -0.003 -0.025 0.017
N -2.41337 1.02467 -0.65500 -0.174 0.138 -0.009
C -2.21255 -0.83281 -1.98819 0.040 -0.040 -0.002
N -1.07224 -0.99877 -1.40157 0.042 0.172 -0.040
C -0.47104 -2.25833 -1.96412 0.000 -0.012 0.033
C -1.55547 -2.70726 -2.98150 -0.009 0.035 0.007
O -2.60822 -1.67884 -2.87453 -0.051 -0.020 -0.017
C 0.88019 -2.08518 -2.60534 0.007 -0.004 0.029
C 1.85488 -3.05510 -2.38814 -0.002 -0.003 0.043
C 3.06183 -2.99786 -3.07264 0.017 -0.005 -0.002
C 3.29745 -1.96743 -3.97248 0.021 0.003 0.010
C 2.32523 -0.99638 -4.19225 -0.001 0.034 -0.016
C 1.11652 -1.05701 -3.51533 0.005 0.010 -0.009
H -1.21805 4.85341 2.74834 -0.035 -0.003 0.018
H -0.65612 5.37538 1.15069 0.027 0.028 0.017
H 0.06709 2.88750 2.70239 0.030 -0.168 -0.045
H 0.93993 5.40994 0.06850 0.001 -0.044 0.026
H 3.22462 5.82685 -0.59576 0.009 0.000 0.011
H 5.05594 4.33077 0.13569 -0.009 0.000 0.008
H 4.54211 2.39037 1.59086 -0.009 0.012 -0.007
H 2.23691 1.95217 2.28424 -0.015 0.003 0.027
H -4.39983 3.72633 -0.52465 -0.001 -0.007 -0.002
H -5.63370 2.37352 -2.23674 0.009 -0.006 0.009
H -4.65214 0.20237 -3.01261 -0.003 0.004 0.006
H -0.39232 -2.98124 -1.14942 -0.014 -0.009 0.007
H -2.02354 -3.65936 -2.75023 0.003 -0.018 -0.006
H -1.20241 -2.69593 -4.00842 -0.003 0.010 -0.010
H 1.66400 -3.87864 -1.70638 0.005 0.020 -0.015
H 3.80730 -3.76798 -2.92109 -0.013 0.013 -0.001
H 4.22941 -1.93169 -4.52135 -0.007 0.001 0.005
H 2.50151 -0.21153 -4.91787 -0.004 -0.016 0.020
H 0.34847 -0.31897 -3.72922 -0.001 0.008 0.004
N -2.49468 0.50720 2.40010 0.064 -0.023 -0.135
N -1.89811 0.42326 3.66663 0.027 -0.031 0.036
C -0.59805 0.15347 3.81560 -0.015 -0.055 -0.008
N -0.10468 0.05639 5.03098 -0.003 -0.029 0.033
S 0.48253 -0.05178 2.48779 0.022 0.131 -0.274
H -3.05256 1.35834 2.38630 0.015 0.040 -0.013
H -3.14120 -0.27288 2.30139 -0.042 -0.008 -0.025
H -2.50135 0.48431 4.47902 -0.016 0.021 0.023
H -0.66570 0.16638 5.86728 0.010 0.012 -0.003
H 0.87809 -0.13668 5.16861 0.010 -0.009 0.007
C -0.98485 -4.55928 2.67808 -0.007 -0.013 0.003
C -2.16674 -4.03055 1.84107 -0.003 -0.021 0.030
C -2.40810 -4.90848 0.59891 0.018 0.005 -0.001
C -3.44581 -3.91718 2.69490 0.010 0.000 -0.014
C -1.81684 -2.68117 1.38579 -0.096 -0.090 -0.072
N -1.55293 -1.61875 1.02356 0.093 -0.231 0.107
H -1.19632 -5.59845 2.93010 -0.005 0.014 0.015
H -0.87089 -4.00330 3.60889 0.009 0.006 -0.019
H -0.04693 -4.53397 2.12244 -0.013 -0.015 -0.003
H -2.73172 -5.89104 0.94174 0.007 0.002 0.001
H -1.49302 -5.04569 0.02057 -0.011 0.010 0.002
H -3.19582 -4.50300 -0.03761 0.003 -0.002 0.009
H -3.67206 -4.90790 3.08861 -0.004 0.002 -0.007
H -4.30056 -3.58863 2.10312 0.009 0.003 0.003
H -3.30540 -3.24873 3.54602 0.003 -0.017 -0.001
F 5.48948 0.10125 -2.60950 -0.010 -0.010 0.000
C 5.06029 1.12718 -1.88029 0.006 -0.014 -0.013
F 5.82625 1.23225 -0.79255 0.012 0.009 0.007
F 5.15858 2.24329 -2.59092 0.003 0.001 -0.001
C 3.62130 0.88618 -1.43821 -0.006 0.013 -0.004
C 3.31823 -0.27215 -0.73020 -0.009 -0.027 -0.112
C 2.02914 -0.44904 -0.29249 0.076 0.121 0.077
N 1.07876 0.49688 -0.47928 0.193 -0.005 0.174
C 1.37544 1.60829 -1.18893 -0.070 -0.063 -0.023
C 2.63188 1.82115 -1.70175 0.048 -0.002 -0.023
H 4.06865 -1.02701 -0.53553 -0.004 0.000 -0.004
H 1.74206 -1.34131 0.25102 0.007 -0.036 0.016
H 0.58794 2.33357 -1.32639 -0.018 0.007 -0.020
H 2.84334 2.72197 -2.26078 -0.002 -0.018 -0.009



The energy results, record by record, are as follows: -2918.42215; -3490.44997 Ha.
The energy above the lowest of the compared OMol25 structures with the same formula, charge and spin results, record by record, are as follows: 1.9960; 0.7446 eV.